#P
12
Properties=species:S:1:pos:R:3 method="wB97M-V/def2-TZVPD" orbital_gap_ev=10.55 charge=+1 spin_multiplicity=1
C -0.342 0.728 -0.595
N -0.984 -0.155 0.094
H -0.639 1.723 -0.245
H 0.212 0.475 -1.498
H -0.648 -1.107 0.022
H -1.775 0.111 0.683
H 1.462 -2.662 -1.546
H 0.626 -3.546 -0.692
O 0.557 -2.731 -1.216
H 1.330 2.013 1.781
H 0.369 3.245 1.714
O 0.434 2.296 1.574

***

#Q
12
Properties=species:S:1:pos:R:3 method="wB97M-V/def2-TZVPD" orbital_gap_ev=10.40 charge=+1 spin_multiplicity=1
C 0.141 0.390 -2.158
N -0.127 0.842 -1.018
H -0.145 0.920 -3.063
H 0.811 -0.458 -2.262
H 0.125 0.393 -0.124
H -0.711 1.644 -0.794
H -0.884 1.009 3.248
H -0.914 -0.414 2.631
O -0.731 0.516 2.431
H 0.303 -1.554 0.889
H 1.244 -2.078 0.006
O 0.889 -1.211 0.214

***

#R
12
Properties=species:S:1:pos:R:3 method="wB97M-V/def2-TZVPD" orbital_gap_ev=9.11 charge=+1 spin_multiplicity=1
C -0.198 1.403 -0.743
N 0.357 0.396 -1.388
H -0.318 1.234 0.324
H -0.556 2.126 -1.481
H 0.169 -0.606 -1.120
H 1.216 0.503 -1.917
H -1.053 -2.675 -0.419
H 0.072 -2.773 -1.380
O -0.544 -2.116 -1.024
H -0.341 0.559 3.408
H 1.053 0.922 3.022
O 0.143 1.028 2.718

***

#Q has the most favorable energy; the next structure is 0.065 eV above.

***

#P
12
Properties=species:S:1:pos:R:3 method="wB97M-V/def2-TZVPD" orbital_gap_ev="8.38 / 8.38" spin_multiplicity=1
C -1.852 -1.238 -0.280
C 1.989 0.455 -0.243
N 1.349 -0.631 0.007
N -1.473 1.264 0.255
O 1.429 1.596 -0.343
S -2.623 0.232 -0.080
H -0.780 -1.068 -0.494
H -2.474 -2.170 -0.301
H 3.027 0.588 -0.446
H 1.896 -1.442 0.116
H -1.790 2.193 0.394
H 0.431 1.761 -0.188

***

#Q
12
Properties=species:S:1:pos:R:3 method="wB97M-V/def2-TZVPD" orbital_gap_ev=8.76 spin_multiplicity=1
N -0.121 -1.187 1.598
N -0.664 -0.267 0.822
C -0.046 0.389 -0.207
S -0.631 1.963 -0.813
C 1.109 -0.475 -0.467
O 0.828 -1.921 -0.606
H -0.758 -1.922 1.823
H -0.014 -0.649 2.597
H -1.335 0.228 1.374
H 1.680 -0.260 -1.393
H 1.904 -0.319 0.191
H 1.107 -2.417 0.365

***

#R
12
Properties=species:S:1:pos:R:3 method="wB97M-V/def2-TZVPD" orbital_gap_ev=8.72 spin_multiplicity=1
C -1.466 -0.831 0.087
C -0.133 -0.317 -0.078
N 0.955 -0.933 0.006
S 2.611 -0.256 0.052
N -0.221 1.090 -0.160
O 0.908 1.660 0.224
H -1.907 -0.553 1.103
H -2.229 -0.258 -0.524
H -1.566 -2.026 -0.068
H 3.149 -1.416 -0.238
H -1.079 1.399 0.147
H 0.979 2.439 -0.550

***

#P has the most favorable energy; the next structure is 0.630 eV above.

***

#P
23
Properties=species:S:1:pos:R:3 method="wB97M-V/def2-TZVPD" orbital_gap_ev=8.83 spin_multiplicity=1
C 1.599 1.443 0.729
C 0.236 1.132 1.325
N -0.546 2.332 1.592
C -0.551 0.120 0.496
N -0.102 -1.251 0.665
C -0.901 -2.240 -0.070
N -0.494 -2.462 -1.453
H 2.133 2.168 1.348
H 2.277 0.590 0.611
H 1.571 1.881 -0.273
H 0.374 0.597 2.266
H -0.984 2.653 0.735
H 0.057 3.071 1.928
H -1.587 0.179 0.844
H -0.547 0.482 -0.545
H 0.841 -1.296 0.303
H -1.928 -1.891 -0.075
H -0.808 -3.200 0.437
H -0.986 -1.847 -2.076
H 0.487 -2.571 -1.635
O 0.477 0.504 -2.450
H -0.037 1.119 -2.991
H 1.286 1.019 -2.345

***

#Q
23
Properties=species:S:1:pos:R:3 method="wB97M-V/def2-TZVPD" orbital_gap_ev=9.65 spin_multiplicity=1
C -2.535 -0.297 0.520
N -1.110 -0.091 0.598
C -0.434 -1.061 -0.306
C 1.080 -1.077 -0.252
N 1.815 -0.097 -1.079
C 1.517 1.295 -0.728
N 0.526 1.886 -1.600
H -3.053 -0.461 -0.439
H -2.859 -1.232 1.022
H -3.057 0.437 1.134
H -0.825 0.829 0.278
H -0.843 -0.824 -1.306
H -0.801 -2.081 -0.168
H 1.389 -0.914 0.776
H 1.434 -2.046 -0.620
H 1.708 -0.332 -2.056
H 1.255 1.249 0.331
H 2.468 1.842 -0.705
H 0.201 2.810 -1.357
H 0.838 1.869 -2.557
O 0.684 -0.415 2.837
H -0.153 0.043 2.702
H 0.754 -1.335 2.978

***

#R
23
Properties=species:S:1:pos:R:3 method="wB97M-V/def2-TZVPD" orbital_gap_ev=9.20 spin_multiplicity=1
N -2.524 0.395 -0.549
C -1.497 0.206 -1.618
C -0.201 -0.256 -0.875
N -0.415 -1.479 -0.096
C 0.775 -1.819 0.671
C 1.299 -0.797 1.719
N 2.427 -0.033 1.143
H -2.472 1.273 -0.045
H -3.424 0.381 -1.015
H -1.395 1.137 -2.173
H -1.759 -0.562 -2.331
H 0.367 -0.826 -1.692
H 0.392 0.570 -0.516
H -1.339 -1.503 0.317
H 0.651 -2.782 1.161
H 1.566 -2.054 -0.061
H 0.553 -0.110 2.193
H 1.739 -1.308 2.580
H 2.809 0.509 1.922
H 2.093 0.708 0.539
O 0.157 3.129 -0.597
H 0.064 2.274 -1.030
H 0.133 2.949 0.352

***

#S
23
Properties=species:S:1:pos:R:3 method="wB97M-V/def2-TZVPD" orbital_gap_ev=9.40 spin_multiplicity=1
C 1.434 -1.750 0.603
C 1.731 -0.495 -0.212
N 1.482 -0.753 -1.652
C 0.818 0.699 0.106
N 0.618 0.903 1.556
C -0.508 1.674 2.017
N -1.872 1.189 1.803
H 2.092 -2.558 0.269
H 1.760 -1.601 1.635
H 0.420 -2.134 0.516
H 2.773 -0.195 -0.181
H 1.967 -1.598 -1.922
H 0.517 -0.986 -1.891
H 1.230 1.657 -0.227
H -0.142 0.660 -0.443
H 0.509 -0.032 1.937
H -0.474 2.661 1.547
H -0.422 1.834 3.091
H -2.012 0.639 0.958
H -2.179 0.517 2.500
O -3.029 -0.411 -3.886
H -3.329 -0.199 -4.772
H -3.383 0.280 -3.350

***

#P has the most favorable energy; the next structure is 0.116 eV above.

***

#P
12
Properties=species:S:1:pos:R:3 method="wB97M-V/def2-TZVPD" orbital_gap_ev=8.37 charge=-1 spin_multiplicity=1
C 0.696 -0.825 -1.504
N 1.544 -1.855 -1.217
O 0.734 -0.196 -2.546
H -0.128 -0.694 -0.811
H 1.803 -2.018 -0.260
H 2.144 -2.219 -1.935
N -1.562 1.473 2.043
C -0.710 0.684 1.201
O -0.600 -0.525 1.523
O -0.197 1.274 0.228
H -1.652 1.110 2.980
H -1.346 2.458 2.056

***

#Q
12
Properties=species:S:1:pos:R:3 method="wB97M-V/def2-TZVPD" orbital_gap_ev=8.43 charge=-1 spin_multiplicity=1
N -0.287 -1.652 -0.186
N 0.045 -0.383 0.387
C -1.032 0.564 0.429
O -0.964 1.563 -0.554
C 1.382 0.110 0.069
O 2.200 -0.765 -0.216
O 1.520 1.344 0.145
H 0.610 -2.146 -0.135
H -0.462 -1.522 -1.194
H -1.976 0.022 0.301
H -1.027 1.037 1.430
H -0.009 1.828 -0.476

***

#P has the most favorable energy; the next structure is 1.010 eV above.

***

#P
16
Properties=species:S:1:pos:R:3 method="wB97M-V/def2-TZVPD" orbital_gap_ev=9.80 spin_multiplicity=1
H -0.580 2.059 -2.765
N 0.069 2.020 -1.982
C 0.118 0.878 -1.436
C -0.808 -0.219 -1.686
C -1.392 -1.094 -2.287
N 0.987 0.617 -0.393
C 0.674 0.136 0.718
C 1.680 -0.294 1.722
C -0.878 -0.189 1.057
H -2.021 -1.888 -2.585
H 1.415 0.106 2.702
H 2.671 0.046 1.434
H 1.688 -1.384 1.790
H -1.639 0.514 0.727
H -0.925 -0.067 2.138
H -1.059 -1.243 0.844

***

#Q
16
Properties=species:S:1:pos:R:3 method="wB97M-V/def2-TZVPD" orbital_gap_ev=6.17 spin_multiplicity=1
C 1.914 0.122 -0.041
C 0.893 -1.216 -0.277
C -0.035 -0.584 0.485
C -0.050 0.540 -0.431
C -1.056 1.392 -0.180
C -1.887 -0.123 -0.084
H 2.556 0.108 0.814
H 2.382 0.305 -0.973
H 1.365 -2.262 -0.084
H 0.026 -0.554 1.507
H 0.070 0.449 -1.545
H -1.251 2.066 0.779
H -2.698 -0.055 -0.810
H -2.254 -0.187 1.088
N -0.841 -1.394 -0.257
N 0.866 1.393 0.009

***

#P has the most favorable energy; the next structure is 15.629 eV above.

***

#P
16
Properties=species:S:1:pos:R:3 method="wB97M-V/def2-TZVPD" orbital_gap_ev=9.32 spin_multiplicity=1
C 1.834 0.969 0.551
C 0.925 0.225 -0.283
N 1.833 -0.690 -0.846
C 3.063 -0.613 -0.323
N 3.054 0.391 0.551
H 1.600 1.754 1.105
H -0.024 0.333 -0.610
H 1.523 -1.513 -1.308
H 3.902 -1.205 -0.608
C -2.126 1.169 1.521
C -2.403 0.427 0.597
C -2.699 -0.492 -0.452
H -2.075 1.626 2.482
H -2.828 -0.044 -1.388
H -1.894 -1.205 -0.566
H -3.683 -1.133 -0.422

***

#Q
16
Properties=species:S:1:pos:R:3 method="wB97M-V/def2-TZVPD" orbital_gap_ev=8.51 spin_multiplicity=1
C 0.438 0.150 -1.189
C 1.198 -0.985 -0.905
C 0.815 -1.728 0.335
C -0.243 -0.837 0.746
C -1.122 -0.185 1.807
C -1.112 0.953 0.854
H 1.599 1.444 -2.365
H 0.140 1.314 -2.798
H 2.126 -1.314 -1.539
H 1.176 -2.784 0.695
H -0.423 -0.036 2.731
H -2.124 -0.678 1.878
H -0.454 1.766 1.263
H -1.978 1.386 0.571
N 0.631 1.472 -1.840
N -0.667 0.063 -0.245

***

#R
16
Properties=species:S:1:pos:R:3 method="wB97M-V/def2-TZVPD" orbital_gap_ev=9.27 spin_multiplicity=1
N 0.539 1.766 -1.711
C -0.485 1.148 -0.890
C -0.878 -0.319 -1.456
C -0.389 -0.828 -0.180
C -0.135 -1.707 0.822
N 0.546 -1.068 1.828
C 0.586 0.255 1.538
C 0.031 0.417 0.322
H 1.034 2.500 -1.105
H 1.314 1.050 -1.864
H -1.368 1.754 -0.714
H -1.934 -0.296 -1.537
H -0.289 -0.557 -2.324
H -0.186 -2.793 0.721
H 0.775 -1.378 2.713
H 0.669 1.035 2.348

***

#S
16
Properties=species:S:1:pos:R:3 method="wB97M-V/def2-TZVPD" orbital_gap_ev=9.20 spin_multiplicity=1
C -0.769 2.516 -0.627
C -1.079 1.246 -0.763
C -0.016 0.288 -0.401
N 1.210 0.089 -0.947
C 1.871 -0.863 -0.175
C 0.968 -1.309 0.759
N -0.138 -0.608 0.618
C -1.406 -1.148 1.154
H -1.766 2.995 -0.732
H 0.196 2.808 -0.244
H -1.987 0.872 -0.926
H 2.772 -1.224 -0.629
H 1.032 -2.227 1.323
H -2.247 -0.732 0.580
H -1.627 -0.964 2.227
H -1.305 -2.275 1.019

***

#S has the most favorable energy; the next structure is 0.519 eV above.

***

#P
16
Properties=species:S:1:pos:R:3 method="wB97M-V/def2-TZVPD" orbital_gap_ev=8.95 spin_multiplicity=1
H -1.003 1.718 -2.064
N -0.609 0.905 -1.538
C -0.479 1.170 -0.304
C -0.737 2.489 0.285
C -0.921 3.463 0.941
N -0.010 0.173 0.579
C 0.401 -1.134 0.246
C 0.957 -1.925 1.216
C 0.298 -1.691 -1.121
H -0.891 4.353 1.535
H 0.041 0.405 1.566
H 1.208 -2.933 1.080
H 1.116 -1.574 2.223
H -0.806 -1.821 -1.460
H 0.789 -2.642 -1.294
H 0.646 -0.958 -1.893

***

#Q
16
Properties=species:S:1:pos:R:3 method="wB97M-V/def2-TZVPD" orbital_gap_ev="8.23 / 8.59" spin_multiplicity=1
C -1.193 -0.389 -1.577
C -2.064 -0.583 -0.648
C -0.767 0.673 -0.731
C 0.496 -0.314 1.342
C 1.579 -0.284 -0.906
C 0.593 0.517 0.012
N -2.846 -0.449 0.449
N -2.241 0.480 0.958
H -1.241 1.648 -0.760
H 1.332 -0.345 2.026
H 0.198 -1.326 1.177
H -0.193 0.170 2.184
H 1.505 0.273 -1.912
H 1.199 -1.302 -1.109
H 2.648 -0.328 -0.682
H 0.993 1.558 0.178

***

#P has the most favorable energy; the next structure is 5.131 eV above.

***

#P
16
Properties=species:S:1:pos:R:3 method="wB97M-V/def2-TZVPD" orbital_gap_ev=9.99 spin_multiplicity=1
N 1.873 1.980 -0.827
C 1.394 0.961 -0.617
C 0.908 -0.338 -0.245
C 0.486 -0.183 1.311
C -0.891 0.607 1.171
N -1.213 0.657 -0.312
C -0.541 -0.535 -0.723
C 0.476 -0.977 -1.709
H 1.185 0.467 1.802
H 0.361 -1.124 1.805
H -0.744 1.598 1.579
H -1.687 0.064 1.717
H -2.235 0.525 -0.466
H -0.926 -1.437 -0.215
H 0.898 -0.278 -2.409
H 0.656 -1.986 -1.863

***

#Q
16
Properties=species:S:1:pos:R:3 method="wB97M-V/def2-TZVPD" orbital_gap_ev=10.59 spin_multiplicity=1
N 2.554 -0.663 1.863
C 1.930 -0.514 0.889
C 1.160 -0.467 -0.265
C -0.102 -1.317 -0.095
C -1.040 -0.172 0.173
C -2.071 0.831 -0.256
N -0.698 0.870 -0.971
C 0.620 0.976 -0.341
H 1.607 -0.893 -1.134
H 0.253 -2.180 0.652
H -0.448 -1.968 -0.875
H -0.546 0.079 1.119
H -2.664 0.812 -1.176
H -2.529 1.531 0.622
H 1.315 1.793 -0.881
H 0.657 1.282 0.677

***

#R
16
Properties=species:S:1:pos:R:3 method="wB97M-V/def2-TZVPD" orbital_gap_ev="7.79 / 7.78" spin_multiplicity=1
C -0.437 -0.628 -0.228
C -0.381 -1.774 -1.177
C 0.014 -0.800 1.181
N -0.946 0.525 -0.585
C -1.335 1.548 0.275
C 0.763 2.364 0.528
C 1.924 2.211 0.237
N -0.536 2.377 0.802
H -1.341 0.594 -1.521
H 0.648 -2.112 -1.272
H -0.757 -1.498 -2.164
H -0.965 -2.617 -0.815
H 0.262 -1.838 1.389
H -0.769 -0.463 1.856
H 0.890 -0.176 1.381
H 2.966 2.287 0.113

***

#P has the most favorable energy; the next structure is 0.866 eV above.

***

#P
16
Properties=species:S:1:pos:R:3 method="wB97M-V/def2-TZVPD" orbital_gap_ev=9.98 spin_multiplicity=1
N -2.030 -2.613 0.804
C -1.435 -1.602 1.049
C -0.652 -0.469 1.065
C 0.509 -0.304 0.185
C 1.881 0.254 -0.229
C 1.426 1.480 -1.263
N -0.162 1.468 -1.213
C -0.390 0.772 0.047
H -0.499 0.002 1.988
H 0.030 -0.732 -0.756
H 2.347 0.770 0.733
H 2.722 -0.424 -0.683
H 1.827 2.449 -0.823
H 1.431 1.226 -2.415
H -0.248 2.528 -1.091
H -0.296 1.409 0.798

***

#Q
16
Properties=species:S:1:pos:R:3 method="wB97M-V/def2-TZVPD" orbital_gap_ev=6.05 spin_multiplicity=1
C 1.920 -0.159 -0.117
C 0.766 -1.212 -0.277
C -0.092 -0.458 0.406
C 0.036 0.777 -0.442
C -0.779 1.511 0.216
C -1.929 0.112 -0.268
H 2.013 -0.428 1.059
H 2.963 -0.243 -0.787
H 1.063 -2.101 0.202
H -0.035 -0.638 1.435
H -0.159 0.783 -1.562
H -0.862 1.599 1.276
H -2.283 0.196 -1.253
H -2.701 -0.033 0.490
N -1.116 -1.147 -0.207
N 1.194 1.441 -0.171

***

#R
16
Properties=species:S:1:pos:R:3 method="wB97M-V/def2-TZVPD" orbital_gap_ev=9.50 spin_multiplicity=1
C 0.316 -1.733 -0.386
C -0.993 -1.234 -0.525
C -1.448 0.144 0.275
C -1.617 1.371 -0.781
C -0.485 1.195 0.385
N 0.966 1.203 0.376
C 1.818 0.302 0.400
N 1.492 -1.145 0.298
H 0.481 -2.567 -0.986
H -1.887 -1.806 -0.870
H -2.257 -0.261 1.128
H -2.214 2.489 -0.475
H -1.328 0.820 -1.728
H -0.563 2.005 1.061
H 2.873 0.479 0.497
H 2.146 -1.831 0.451

***

#R has the most favorable energy; the next structure is 1.511 eV above.

***

#P
29
Properties=species:S:1:pos:R:3 method="wB97M-V/def2-TZVPD" orbital_gap_ev="8.54 / 8.54" charge=+1 spin_multiplicity=1
C -0.545 0.996 2.199
C 0.640 1.405 1.475
C -0.368 -0.360 2.348
C 1.631 -1.807 2.073
C -2.359 0.891 -0.077
C -0.459 0.643 -2.715
C 1.580 -0.179 -1.786
C -0.580 -0.578 -0.646
N 1.499 0.418 1.246
N 0.870 -0.619 1.847
N -1.789 -0.240 -0.356
N 0.211 0.342 -1.520
H -1.421 1.587 2.388
H 0.930 2.377 1.132
H 2.647 -1.455 1.825
H 1.546 -2.189 3.145
H 1.194 -2.632 1.367
H -1.920 1.834 -0.185
H -3.477 0.841 0.196
H -0.904 -1.106 2.931
H -1.509 1.035 -2.602
H -0.088 1.541 -3.220
H -0.482 -0.194 -3.345
H 2.070 0.184 -2.653
H 2.133 -0.195 -0.757
H 1.437 -1.272 -1.912
H -0.437 -1.508 -1.238
H -2.440 -0.963 -0.146
H 0.390 1.203 -1.014

***

#Q
29
Properties=species:S:1:pos:R:3 method="wB97M-V/def2-TZVPD" orbital_gap_ev=9.52 charge=+1 spin_multiplicity=1
C 2.352 -1.026 1.451
C 1.359 -0.792 -1.705
C 0.952 -1.723 -0.557
C -2.851 -0.759 -1.083
C 0.402 2.562 0.751
C -2.155 -0.468 0.342
C -1.212 0.768 0.086
C -0.161 1.090 1.065
N 2.011 0.310 1.790
N 1.528 0.410 -1.443
N 1.124 -1.081 0.687
N 0.977 0.189 1.023
H 2.653 -1.793 2.235
H 3.178 -1.184 0.804
H 1.341 -1.267 -2.629
H -0.166 -1.969 -0.703
H 1.691 -2.530 -0.703
H -3.074 0.200 -1.451
H -3.629 -1.333 -0.798
H -2.095 -1.212 -1.685
H 0.009 3.347 1.322
H 1.476 2.548 0.792
H 0.231 2.795 -0.273
H -1.632 -1.348 0.661
H -2.901 -0.198 1.196
H -1.806 1.659 0.033
H -0.934 0.738 -1.124
H -0.507 1.069 2.067
H 1.841 0.996 -2.150

***

#P has the most favorable energy; the next structure is 0.925 eV above.

***

#P
15
Properties=species:S:1:pos:R:3 method="wB97M-V/def2-TZVPD" orbital_gap_ev="9.19 / 6.12" spin_multiplicity=1
C 0.133 0.355 1.038
C 0.155 0.815 -1.089
C 2.094 -0.561 -0.341
N -1.003 1.064 0.645
N -0.953 1.333 -0.620
N 0.885 0.177 -0.188
N -3.131 -0.516 0.025
O -2.121 -0.630 0.632
O -4.077 -1.144 -0.237
H 0.521 0.949 1.828
H -0.096 -0.637 1.439
H 0.447 1.127 -2.089
H 2.183 -0.651 -1.388
H 2.892 -0.122 0.185
H 2.071 -1.558 0.160

***

#Q
15
Properties=species:S:1:pos:R:3 method="wB97M-V/def2-TZVPD" orbital_gap_ev=8.12 spin_multiplicity=1
C 0.389 2.562 0.196
C -0.012 -0.898 -0.327
C 1.115 -1.951 -0.166
N -0.036 1.343 0.006
N 0.655 0.234 0.095
N -1.247 -1.176 0.267
N -1.957 -0.218 0.413
O -1.343 1.217 -0.202
O -3.021 0.100 0.913
H 1.490 2.569 0.320
H -0.151 3.494 0.070
H -0.260 -0.711 -1.371
H 0.843 -2.869 0.301
H 1.856 -1.539 0.544
H 1.681 -2.159 -1.058

***

#P has the most favorable energy; the next structure is 1.181 eV above.